This record from the OMol25 dataset describes a cluster of 2 separate species, C4H8NS in total. The level of theory is ωB97M-V/def2-TZVPD.

## Properties
Relative energy (zero: lowest compared OMol25 entry of this formula, charge and spin) ... 89.2 kcal/mol
HOMO energy ... -14.3 eV
Total charge ... +1
Molecular weight ... 102.182 g mol⁻¹
Electronic energy ... -609.72773 a.u.
Frontier orbital gap ... 8.484 eV

Geometry (Å):
C: -2.139 -0.860 -0.733
C: -1.737 0.091 0.274
C: 1.727 1.202 0.102
C: 1.341 -0.052 0.695
N: -1.091 -1.203 -0.155
S: 1.471 -1.496 -0.128
H: -2.540 -0.971 -1.669
H: -1.270 0.993 0.043
H: -2.354 -0.087 1.272
H: 1.230 2.076 0.673
H: 2.795 1.386 0.431
H: 1.833 1.456 -0.921
H: 0.907 0.107 1.650
H: 0.856 -2.247 0.771